1.
This record from the OMol25 dataset describes a molecular structure, C14H23IrN6O3S2. The level of theory is the ωB97M-V functional and the def2-TZVPD basis.

Positions of all 49 atoms, in Å:
Ir 0.188 -0.230 0.455
C -0.738 -2.959 -0.781
C -1.017 -2.032 -1.942
N -0.312 -0.747 -1.758
C -1.049 0.437 -2.222
C -2.267 0.701 -1.346
N -2.079 0.158 0.020
C -2.938 -1.007 0.369
C -2.154 -2.050 1.130
N -0.838 -2.285 0.519
H -1.417 -3.816 -0.833
H 0.281 -3.342 -0.856
H -0.683 -2.531 -2.854
H -2.079 -1.838 -2.058
H 0.580 -0.785 -2.248
H -0.371 1.289 -2.160
H -1.357 0.331 -3.266
H -2.412 1.779 -1.299
H -3.173 0.284 -1.786
H -2.266 0.899 0.691
H -3.781 -0.693 0.988
H -3.362 -1.434 -0.536
H -1.984 -1.724 2.157
H -2.743 -2.972 1.183
H -0.276 -2.828 1.175
C -1.562 2.042 2.890
C -0.397 2.559 2.133
N 0.251 1.961 1.166
C 1.357 2.661 0.733
C 1.504 3.865 1.364
S 0.305 4.105 2.526
C 2.270 2.039 -0.178
C 3.468 2.527 -0.621
S 4.318 1.368 -1.507
C 3.023 0.225 -1.274
N 2.034 0.744 -0.587
C 3.138 -1.162 -1.781
H -1.680 0.965 2.760
H -2.484 2.555 2.600
H -1.434 2.241 3.954
H 2.282 4.592 1.193
H 3.871 3.511 -0.446
H 4.139 -1.550 -1.592
H 3.015 -1.205 -2.868
H 2.420 -1.819 -1.294
O 1.489 -0.158 2.299
N 2.146 -1.229 2.063
O 2.990 -1.653 2.761
O 1.783 -1.789 0.967

Results
E_HOMO (alpha / beta), eV: -17.587 / -17.589
Energy above the lowest of the compared OMol25 structures with the same formula, charge and spin, kcal per mole: 58.3
Spin multiplicity: 2
Total charge: +3
Total energy, hartree: -2001.039568

2.
This record from the OMol25 dataset describes a molecular structure, C40H36F3N2O6PS3Sc. The level of theory is the ωB97M-V functional and the def2-TZVPD basis.

Positions of all 92 atoms, in Å:
Sc 0.772 -2.061 1.668
O 2.611 -5.821 1.772
C 2.471 -4.628 1.942
O 1.638 -3.866 1.297
C 3.355 -3.863 2.933
C 3.914 -2.613 2.236
C 5.094 -2.023 3.001
C 4.389 -1.407 4.235
C 2.925 -1.729 3.947
O 2.869 -1.636 2.496
C 2.633 -3.220 4.175
C 1.121 -3.444 4.309
O 0.666 -4.188 5.148
O 0.399 -2.695 3.512
H 4.147 -4.534 3.262
H 4.041 -2.713 1.162
H 5.828 -2.786 3.256
H 5.586 -1.255 2.406
H 4.712 -1.842 5.180
H 4.543 -0.330 4.283
H 2.192 -1.044 4.362
H 3.086 -3.586 5.095
S -1.973 0.383 -1.293
P -2.453 -1.301 -0.391
S -0.977 -2.702 -0.139
C -3.318 -0.961 1.176
C -4.562 -0.333 1.078
C -5.257 0.029 2.219
C -4.717 -0.230 3.475
C -3.486 -0.857 3.579
C -2.793 -1.222 2.431
C -3.724 -2.215 -1.327
C -4.382 -3.291 -0.734
C -5.327 -4.008 -1.447
C -5.614 -3.662 -2.763
C -4.953 -2.599 -3.358
C -4.010 -1.873 -2.641
H -4.981 -0.116 0.103
H -6.220 0.515 2.129
H -5.261 0.053 4.367
H -3.055 -1.074 4.547
H -1.847 -1.731 2.547
H -4.148 -3.570 0.287
H -5.838 -4.841 -0.981
H -6.349 -4.229 -3.322
H -5.162 -2.331 -4.386
H -3.482 -1.044 -3.094
C 2.769 3.345 -2.671
C 2.918 2.557 -1.376
C 1.599 1.956 -0.910
N 1.122 0.907 -1.804
C 1.409 -0.378 -1.659
S 2.471 -0.949 -0.485
N 0.762 -1.257 -2.499
C 0.262 -1.034 -3.767
O -0.601 -1.733 -4.243
C 0.932 0.030 -4.590
C 2.319 0.095 -4.665
C 2.920 1.006 -5.520
C 2.138 1.871 -6.274
C 0.754 1.815 -6.185
C 0.148 0.882 -5.356
H 3.729 3.719 -3.030
H 2.108 4.204 -2.531
H 2.345 2.724 -3.464
H 3.296 3.204 -0.579
H 3.644 1.749 -1.490
H 0.816 2.717 -0.883
H 1.676 1.525 0.088
H 0.357 1.138 -2.419
H 0.504 -2.142 -2.065
H 2.921 -0.574 -4.061
H 3.999 1.047 -5.591
H 2.608 2.592 -6.931
H 0.145 2.491 -6.772
H -0.930 0.796 -5.301
F -0.561 7.643 1.226
C -1.580 6.766 1.152
F -2.484 7.151 2.080
F -2.172 6.965 -0.044
C -1.144 5.349 1.342
C 0.181 5.035 1.603
C 0.551 3.711 1.776
C -0.393 2.685 1.691
C -1.730 3.020 1.430
C -2.098 4.339 1.256
C -0.015 1.315 1.839
C 0.282 0.133 1.902
H 0.923 5.818 1.672
H 1.583 3.455 1.982
H -2.457 2.224 1.344
H -3.132 4.584 1.046

Results
E_HOMO, eV: -5.732
Energy above the lowest of the compared OMol25 structures with the same formula, charge and spin, kcal per mole: 0.0
Total charge: -1
Total energy, hartree: -4703.439172

3.
This record from the OMol25 dataset describes a single C5H9NO molecule. The level of theory is the ωB97M-V functional and the def2-TZVPD basis.

Positions of all 16 atoms, in Å:
O 0.738 2.247 -0.579
C -0.091 1.116 -0.410
C 0.230 -0.014 -1.401
C 0.012 -1.253 -0.573
N -1.238 -1.209 0.198
C 0.027 -0.933 0.875
C 0.192 0.540 1.069
H 1.132 2.054 0.270
H -1.143 1.410 -0.467
H -0.401 0.019 -2.297
H 1.276 0.065 -1.728
H 0.377 -2.209 -0.929
H -1.552 -2.145 0.420
H 0.430 -1.644 1.591
H -0.506 0.969 1.799
H 1.207 0.732 1.501

Results
E_HOMO, eV: -9.533
Energy above the lowest of the compared OMol25 structures with the same formula, charge and spin, kcal per mole: 53.8
Total energy, hartree: -325.851803
Structure (SMILES): O[C@H]1C[C@@H]2N[C@@H]2C1

4.
This record from the OMol25 dataset describes a gas-phase ion, NO4S (charge -1). The level of theory is the ωB97M-V functional and the def2-TZVPD basis.

Positions of all 6 atoms, in Å:
N 0.862 0.029 0.179
O -1.292 -1.394 -0.429
O 1.546 -0.956 0.129
O 1.252 1.134 -0.072
O -1.781 1.230 -0.053
S -1.176 -0.215 0.478

Results
E_HOMO (alpha / beta), eV: -1.692 / -5.150
Energy above the lowest of the compared OMol25 structures with the same formula, charge and spin, kcal per mole: 82.7
Spin multiplicity: 3
Total charge: -1
Total energy, hartree: -753.747696

5.
This record from the OMol25 dataset describes a molecular structure, C9H31Ag3O11P. The level of theory is the ωB97M-V functional and the def2-TZVPD basis.

Positions of all 55 atoms, in Å:
Ag -0.431 0.869 1.665
Ag -0.176 2.520 -1.452
Ag 0.223 -1.211 -3.338
P -0.112 -0.257 -0.816
O 0.519 0.490 -1.958
O -0.527 -1.594 -1.451
O -1.142 0.774 -0.332
O 0.816 -0.338 0.447
C 0.599 5.047 1.675
C 1.331 3.840 1.069
C 2.377 3.396 1.996
O 0.524 2.784 0.675
H 0.212 4.728 2.642
H -0.264 5.405 1.113
H 1.263 5.908 1.753
H 1.884 4.071 0.159
H 2.984 2.606 1.553
H 1.954 2.925 2.883
H 3.067 4.199 2.258
C 4.046 0.838 -0.151
O 3.559 -0.446 0.177
H 3.154 1.456 -0.260
H 4.806 1.158 0.561
H 4.457 0.766 -1.158
H 2.614 -0.360 0.324
C -3.072 -0.971 2.685
O -1.862 -1.078 1.917
H -3.051 -0.382 3.602
H -3.789 -0.498 2.014
H -3.529 -1.960 2.720
H -2.038 -1.584 1.119
C 0.236 -3.884 1.217
O 1.111 -2.852 1.115
H 0.852 -4.688 0.815
H 0.086 -4.196 2.250
H -0.706 -3.894 0.669
H 0.774 -2.077 0.660
C -4.309 0.760 -1.317
O -3.640 1.010 -0.058
H -3.528 0.887 -2.067
H -4.730 -0.244 -1.366
H -5.109 1.491 -1.436
H -2.714 0.844 -0.248
C -3.524 -2.967 -1.374
O -2.571 -2.753 -0.345
H -4.304 -2.208 -1.310
H -3.054 -2.803 -2.343
H -3.986 -3.951 -1.289
H -1.814 -2.324 -0.750
C 3.652 -1.509 -3.066
O 2.377 -1.700 -2.460
H 3.922 -0.477 -3.287
H 4.492 -1.986 -2.562
H 3.549 -2.041 -4.012
H 2.539 -1.542 -1.527

Results
E_HOMO (alpha / beta), eV: -17.701 / -17.696
Spin multiplicity: 5
Total charge: +3
Total energy, hartree: -1970.016891

6.
This record from the OMol25 dataset describes 2 unconnected molecules or ions with the total composition C4H4N2O2. The level of theory is the ωB97M-V functional and the def2-TZVPD basis.

Positions of all 12 atoms, in Å:
C -2.400 0.293 -0.604
C -1.492 -0.368 -0.043
C -0.387 -0.820 0.765
C 1.006 0.979 -0.462
H -3.339 0.317 -1.063
H -0.355 -1.621 1.662
H 2.723 -0.554 -0.516
H 1.391 1.755 -1.024
N 1.381 -0.459 -0.922
N 0.543 1.579 0.641
O 0.824 -1.388 0.127
O 0.105 0.285 1.439

Results
E_HOMO, eV: -9.588
Energy above the lowest of the compared OMol25 structures with the same formula, charge and spin, kcal per mole: 244.7
Total energy, hartree: -414.456195

7.
This record from the OMol25 dataset describes a single C10H10NO4P molecule. The level of theory is the ωB97M-V functional and the def2-TZVPD basis.

Positions of all 26 atoms, in Å:
C 3.878 1.191 0.690
O 2.923 1.334 -0.358
C 2.429 0.105 -0.820
C 0.944 -0.080 -0.553
C 0.152 0.945 -0.118
C -1.194 0.784 0.158
P -2.281 2.117 0.753
O -2.842 1.839 2.092
C -1.723 -0.461 -0.061
C -0.923 -1.492 -0.531
C 0.408 -1.339 -0.770
C -1.845 -2.699 -0.688
O -1.706 -3.622 -1.442
N -2.956 -2.455 0.215
C -3.128 -1.011 0.118
O -4.192 -0.460 0.146
H 4.448 2.119 0.739
H 3.346 0.999 1.630
H 4.583 0.375 0.495
H 2.939 -0.762 -0.377
H 2.590 0.019 -1.904
H 0.578 1.933 0.032
H -1.525 3.316 0.744
H -3.320 2.232 -0.199
H 1.002 -2.181 -1.110
H -2.585 -2.747 1.119

Results
E_HOMO, eV: -10.156
Total energy, hartree: -1084.104121
Structure (SMILES): COCc1cc([PH2]=O)c2c(c1)C(=O)NC2=O